# C36H91NO10

A 10-piece molecular cluster, C36H91NO10 overall at a distorted geometry (wB97M-V/def2-TZVPD, OMol25).

The geometry in ORCA input format:
```
! RIJCOSX wB97M-V def2-TZVPD def2/J DEFGRID3
* xyz 0 1
C 19.363 6.329 10.680
C 18.138 5.506 11.156
C 16.957 6.470 11.261
C 17.791 4.429 10.101
C 18.722 3.227 10.139
C 18.688 2.589 11.522
C 19.120 3.605 12.560
C 18.701 3.008 13.935
C 20.643 3.779 12.581
N 18.326 4.835 12.438
O 18.668 5.788 13.438
H 19.296 7.384 10.941
H 19.476 6.271 9.592
H 20.347 6.000 11.021
H 17.215 7.438 11.695
H 16.151 6.054 11.872
H 16.544 6.699 10.275
H 16.746 4.135 10.211
H 17.932 4.890 9.121
H 19.747 3.513 9.890
H 18.401 2.559 9.333
H 19.320 1.696 11.545
H 17.707 2.133 11.697
H 18.824 1.926 14.031
H 19.236 3.492 14.753
H 17.623 3.155 14.027
H 21.130 2.807 12.634
H 21.013 4.268 11.675
H 20.963 4.456 13.373
H 17.959 5.589 14.066
C 18.751 9.404 14.224
C 20.164 9.943 14.147
C 20.575 10.632 15.452
O 21.086 8.938 13.768
H 18.361 9.018 13.283
H 17.988 10.034 14.682
H 18.834 8.551 14.915
H 20.253 10.704 13.366
H 19.715 11.158 15.870
H 21.465 11.241 15.315
H 20.820 9.892 16.225
H 20.833 8.093 14.159
C 16.113 7.717 17.025
C 16.235 6.197 16.993
C 15.165 5.600 16.090
O 17.452 5.853 16.309
H 16.782 8.160 17.768
H 15.077 8.049 17.141
H 16.399 8.190 16.079
H 16.121 5.710 17.962
H 15.299 5.868 15.044
H 14.120 5.709 16.389
H 15.247 4.506 16.162
H 18.150 6.192 16.889
C 11.015 1.644 17.481
C 12.084 2.716 17.684
C 11.559 3.930 18.397
O 13.125 2.133 18.503
H 10.973 0.986 18.350
H 11.319 0.977 16.669
H 10.048 2.074 17.225
H 12.528 2.963 16.723
H 11.127 3.792 19.392
H 10.822 4.467 17.791
H 12.339 4.680 18.570
H 12.721 1.690 19.256
C 21.461 6.268 16.976
C 20.577 5.254 17.704
C 21.355 4.174 18.451
O 19.668 5.882 18.638
H 20.874 7.125 16.649
H 21.904 5.755 16.123
H 22.281 6.561 17.637
H 19.899 4.812 16.969
H 22.121 3.708 17.826
H 20.677 3.366 18.718
H 21.824 4.655 19.308
H 20.096 6.693 18.938
C 14.915 10.272 12.948
C 13.584 9.677 13.345
C 13.676 8.147 13.296
O 13.286 10.039 14.699
H 14.971 11.344 13.185
H 15.200 10.172 11.904
H 15.687 9.866 13.617
H 12.809 10.073 12.689
H 14.388 7.804 14.047
H 14.026 7.748 12.340
H 12.673 7.752 13.461
H 14.121 10.263 15.121
C 11.588 7.076 16.710
C 10.224 7.369 16.043
C 9.436 8.327 16.945
O 10.539 8.073 14.822
H 12.108 6.363 16.074
H 11.396 6.665 17.699
H 12.084 8.041 16.809
H 9.614 6.486 15.865
H 9.308 7.923 17.953
H 8.481 8.562 16.477
H 10.011 9.247 17.080
H 11.261 8.640 15.124
C 12.459 3.292 13.876
C 13.717 2.705 13.287
C 14.729 3.804 12.982
O 14.262 1.762 14.217
H 11.751 2.590 14.320
H 11.907 3.871 13.135
H 12.759 3.953 14.696
H 13.566 2.189 12.332
H 14.200 4.673 12.571
H 15.412 3.600 12.148
H 15.381 4.085 13.803
H 14.436 0.915 13.806
C 12.724 9.358 21.037
C 13.494 8.037 20.877
C 12.829 6.872 21.589
O 13.613 7.687 19.509
H 11.727 9.199 20.624
H 13.276 10.139 20.514
H 12.617 9.625 22.088
H 14.495 8.173 21.312
H 13.270 5.936 21.225
H 11.744 6.839 21.505
H 13.087 6.742 22.645
H 14.008 8.443 19.059
C 16.863 1.937 17.499
C 16.650 1.931 19.005
C 16.275 3.315 19.515
O 15.627 1.015 19.384
H 16.017 2.324 16.926
H 17.042 0.903 17.193
H 17.706 2.580 17.231
H 17.578 1.574 19.455
H 15.461 3.822 18.975
H 17.106 4.021 19.548
H 15.703 3.214 20.447
H 14.786 1.461 19.207
*
```

As for the maximum force: 0.043 hartree/bohr. As for the SMILES: CC1(C)CCCC(C)(C)N1O.CC(C)O.CC(C)O.CC(C)O.CC(C)O.CC(C)O.CC(C)O.CC(C)O.CC(C)O.CC(C)O. The calculation puts the energy above the lowest of the compared OMol25 structures with the same formula, charge and spin at 0.2224 eV. The value obtained for the LUMO energy is 0.36 eV. The value obtained for the electronic energy is -2233.2806 Eh. The value obtained for the gap between HOMO and LUMO is 8.593 eV. The value obtained for the highest occupied orbital energy is -8.23 eV.

Atomic partial charges in e from the Mulliken method, atoms 1 to 5: number 1, C, carries -1.511; number 2, C, carries 1.627; number 3, C, carries -1.383; number 4, C, carries -1.241; number 5, C, carries -0.767

---

# C4H14NO2

A 3-piece molecular cluster, C4H14NO2 overall at a distorted geometry (wB97M-V/def2-TZVPD, OMol25).

The geometry in ORCA input format:
```
! RIJCOSX wB97M-V def2-TZVPD def2/J DEFGRID3
* xyz 1 1
C -0.886 -0.682 1.871
C 0.640 -0.412 1.782
C 1.245 -0.124 0.421
C 2.444 -0.585 0.023
N -1.386 -0.692 0.440
H -1.338 -1.658 2.335
H -1.480 0.228 2.398
H 0.925 0.450 2.388
H 0.966 -1.312 2.425
H 0.775 0.811 -0.041
H 3.210 -0.155 -0.680
H 3.000 -1.421 0.355
H -1.087 0.161 -0.096
H -1.058 -1.521 -0.072
H -2.446 -0.655 0.433
H 0.209 2.376 -1.336
H 0.211 2.611 -2.998
O 0.371 2.050 -2.279
H -2.156 0.402 -2.412
H -0.733 0.195 -2.851
O -1.427 -0.067 -2.108
*
```

As for the maximum force: 0.084 hartree/bohr. The calculation puts the energy above the lowest of the compared OMol25 structures with the same formula, charge and spin at 3.3153 eV. The value obtained for the LUMO energy is -3.33 eV. The value obtained for the electronic energy is -365.7089 Eh. The value obtained for the gap between HOMO and LUMO is 10.259 eV. The value obtained for the highest occupied orbital energy is -13.59 eV.

Atomic partial charges in e from the natural (NBO) method, atoms 1 to 5: number 1, C, carries -0.220; number 2, C, carries -0.491; number 3, C, carries -0.263; number 4, C, carries -0.312; number 5, N, carries -0.704

---

# C16H22N3O4Yb

C16H22N3O4Yb as an isolated structure at a distorted geometry (wB97M-V/def2-TZVPD, OMol25).

The geometry in ORCA input format:
```
! RIJCOSX wB97M-V def2-TZVPD def2/J DEFGRID3
* xyz 0 2
Yb 0.166 0.143 -0.615
C 3.492 -2.676 0.268
C 2.339 -1.765 0.610
O 1.964 -0.957 -0.322
C 1.774 -1.834 1.872
C 0.843 -0.875 2.416
C 0.574 -0.849 3.890
N 0.288 -0.013 1.627
N -0.516 0.989 2.193
C -0.678 1.972 1.358
O -0.149 2.047 0.155
C -1.549 3.109 1.781
C -1.785 4.139 0.876
C -2.593 5.215 1.228
C -3.167 5.268 2.490
C -2.933 4.238 3.396
C -2.131 3.163 3.045
H 3.763 -2.548 -0.777
H 3.228 -3.721 0.446
H 4.359 -2.446 0.889
H 2.201 -2.552 2.560
H 0.917 -1.770 4.357
H -0.486 -0.695 4.081
H 1.099 -0.006 4.346
H -1.319 4.088 -0.099
H -2.769 6.014 0.518
H -3.791 6.109 2.770
H -3.379 4.275 4.383
H -1.944 2.355 3.740
N -3.459 1.436 -2.092
C -2.482 0.542 -1.931
O -2.139 0.201 -0.779
C -1.769 0.007 -3.137
C -0.258 0.356 -3.021
H -3.871 1.863 -1.277
H -3.721 1.751 -3.008
H -2.253 0.357 -4.054
H -1.903 -1.077 -3.094
H -0.128 1.379 -3.389
H 0.284 -0.269 -3.734
C -0.083 -3.211 -1.299
O -0.591 -2.265 -0.351
H -0.472 -2.923 -2.272
H -0.431 -4.215 -1.061
H 1.006 -3.189 -1.334
H -0.288 -2.521 0.534
*
```

As for the maximum force: 0.036 hartree/bohr. As for the expectation value of S²: 0.751. The calculation puts the energy above the lowest of the compared OMol25 structures with the same formula, charge and spin at 0.1837 eV. The value obtained for the LUMO energy (spin up / spin down) is 0.58 / 0.58 eV. The value obtained for the electronic energy is -2246.9092 Eh. The value obtained for the gap between HOMO and LUMO (spin up / spin down) is 8.112 / 8.109 eV. The value obtained for the highest occupied orbital energy (spin up / spin down) is -7.54 / -7.53 eV.

Atomic partial charges in e from the natural (NBO) method, atoms 1 to 5: number 1, Yb, carries 2.107; number 2, C, carries -0.688; number 3, C, carries 0.494; number 4, O, carries -0.819; number 5, C, carries -0.504

---

Q: electronic energy of number 1 (C36H91NO10)?
A: -2233.2806 Eh